Record 1
{"formula": "H9O5", "method": "ωB97M-V with the def2-TZVPD basis set", "elements": ["O", "O", "O", "O", "O", "H", "H", "H", "H", "H", "H", "H", "H", "H"], "coordinates": [[0.076228, 2.092585, 0.134153], [-0.903216, -2.795171, -0.002276], [2.164977, 0.370635, 0.106933], [-2.592007, 1.991912, -1.291848], [1.153229, -1.736489, 0.954605], [1.256185, -2.503859, 1.514783], [1.610915, -0.899341, 0.477875], [0.926270, 1.538841, 0.181488], [0.379679, 2.946071, -0.238446], [-2.269926, 1.166861, -1.666367], [-1.910631, 2.200408, -0.633161], [2.396948, 0.549452, 1.030261], [0.005504, -2.405201, 0.373747], [-1.354763, -1.945725, -0.055821]], "forces_ev_per_angstrom": [[0.4818, 1.0125, -0.2269], [0.7845, 0.5515, 0.4147], [-0.5508, -0.3337, 0.6372], [-0.0580, 0.0870, 0.0784], [-1.5527, -0.8169, 0.1596], [1.2569, 0.5193, 0.1121], [1.3309, 0.9737, 0.1151], [-0.3145, -0.4786, -0.3529], [-0.2415, -0.7841, 0.3195], [0.0476, 0.0042, 0.0080], [0.1707, -0.1728, -0.0477], [0.2126, 0.0408, -0.2447], [-1.2293, -0.4326, -0.8560], [-0.3382, -0.1703, -0.1165]], "lowdin_charge": [-0.142, -0.190, -0.389, -0.090, -0.159, 0.033, -0.005, -0.013, 0.030, 0.025, -0.005, -0.054, -0.033, -0.008], "homo_lumo_gap_ev": 9.304, "e_homo_ha": -0.1907, "total_charge": -1, "lumo_ev": 4.1, "relative_energy_kcal_mol": 24.2}



Record 2
{"formula": "HIN3P3", "method": "ωB97M-V with the def2-TZVPD basis set", "elements": ["I", "P", "P", "P", "N", "N", "N", "H"], "coordinates": [[-1.352431, 1.057325, -2.618200], [0.015438, 0.831778, 0.350425], [1.703945, 1.234185, -2.240030], [3.051666, 0.814881, 0.350238], [0.326110, 0.901500, -1.382126], [1.566518, 0.723135, 0.901291], [2.888052, 1.073779, -1.227600], [-0.144692, -0.559061, 0.590722]], "forces_ev_per_angstrom": [[0.3316, -0.0919, 0.5607], [0.1656, -0.1147, 0.9558], [0.5218, -0.4049, 0.9036], [-1.9096, -0.2994, 1.5234], [-0.9117, 0.0358, -1.6761], [1.7822, 0.4480, 0.7791], [0.6108, 0.6131, -2.4530], [-0.5907, -0.1860, -0.5934]], "lowdin_charge": [0.652, 0.589, 0.655, 0.639, -1.122, -0.671, -0.662, -0.080], "homo_lumo_gap_ev": 7.309, "e_homo_ha": -0.3132, "lumo_ev": -1.2, "relative_energy_kcal_mol": 31.0}



Record 3
{"formula": "HINOP", "method": "ωB97M-V with the def2-TZVPD basis set", "elements": ["I", "P", "O", "N", "H"], "coordinates": [[-0.942450, -0.057487, -2.021309], [0.196401, -0.206075, 0.557587], [0.731352, 1.017748, 1.178755], [-1.269902, 0.305898, 0.062254], [1.284599, -1.060083, 0.222713]], "forces_ev_per_angstrom": [[-0.3997, -0.0972, 0.4274], [-1.6897, 4.4368, -0.3689], [1.8515, -1.0902, 1.3150], [0.9211, -2.8462, -1.2649], [-0.6833, -0.4033, -0.1086]], "lowdin_charge": [0.611, 0.434, -0.405, -0.649, 0.010], "homo_lumo_gap_ev": [7.608, 7.609], "e_homo_ha": [-0.3412, -0.3412], "lumo_ev": [-1.7, -1.7], "relative_energy_kcal_mol": 21.1}



Record 4
{"formula": "HN2O3P", "method": "ωB97M-V with the def2-TZVPD basis set", "elements": ["P", "O", "O", "O", "N", "N", "H"], "coordinates": [[-1.326241, -0.125148, -0.495367], [-0.607029, -1.140985, 2.975760], [-2.543910, -0.159907, 2.621464], [-0.348735, -0.897753, -2.816783], [-1.020579, -0.358912, -1.971076], [-1.538670, -0.664323, 2.359436], [-2.548819, 0.750469, -0.575626]], "forces_ev_per_angstrom": [[-1.3039, 1.0236, 3.2379], [-1.5082, 0.7462, -0.5546], [-1.9217, 0.9544, 0.8983], [-0.3130, 0.3522, 0.4848], [0.5502, -0.5979, -3.5810], [3.4040, -1.7153, -0.1587], [1.0926, -0.7632, -0.3268]], "lowdin_charge": [0.844, 0.067, 0.094, -0.035, -0.566, -0.312, -0.091], "homo_lumo_gap_ev": [8.995, 7.321], "e_homo_ha": [-0.3596, -0.3317], "lumo_ev": [-0.8, -1.7], "relative_energy_kcal_mol": 47.5}



Record 5
{"formula": "HN2O3S", "method": "ωB97M-V with the def2-TZVPD basis set", "elements": ["S", "O", "O", "O", "N", "N", "H"], "coordinates": [[-1.489820, -0.101112, 0.131412], [2.456754, -0.866216, -0.106194], [-1.996540, 0.671694, 1.269532], [-1.546366, 0.486643, -1.212930], [1.267913, -1.013564, 0.135401], [0.465974, 0.000212, 0.081061], [0.842086, 0.822344, -0.298283]], "forces_ev_per_angstrom": [[0.1264, -1.7436, -0.4772], [0.7623, 0.7917, -0.5140], [0.6545, 0.6000, -0.6047], [-0.7653, 0.8098, 0.3081], [-1.8375, -0.7148, 0.8833], [0.1650, -1.5684, 1.1887], [0.8946, 1.8252, -0.7842]], "lowdin_charge": [0.658, -0.172, -0.544, -0.562, -0.268, -0.162, 0.048], "homo_lumo_gap_ev": 8.598, "e_homo_ha": -0.1668, "total_charge": -1, "lumo_ev": 4.1, "relative_energy_kcal_mol": 68.9}



Record 6
{"formula": "HN3O", "method": "ωB97M-V with the def2-TZVPD basis set", "elements": ["O", "N", "N", "N", "H"], "coordinates": [[0.252373, 0.722618, -1.420077], [1.868624, 0.443583, 2.273665], [0.635346, 0.744567, -0.305774], [1.529743, 1.468255, 2.007636], [1.043072, -0.120105, 0.071442]], "forces_ev_per_angstrom": [[-1.2230, 0.2135, -3.2601], [-0.9267, 3.0073, -0.6205], [0.9179, -0.3275, 2.4358], [1.1461, -2.8482, 1.1988], [0.0858, -0.0452, 0.2459]], "lowdin_charge": [-0.017, 0.022, -0.082, 0.018, 0.058], "homo_lumo_gap_ev": [10.085, 13.108], "spin_multiplicity": 3, "e_homo_ha": [-0.3215, -0.5173], "lumo_ev": [1.3, -1.0], "relative_energy_kcal_mol": 0.0}